# 1
# C32H40BrN4O5S2

A 2-piece molecular cluster, C32H40BrN4O5S2 overall (the ωB97M-V functional and the def2-TZVPD basis, the Open Molecules 2025 dataset).

Geometry as XYZ:
```
84
C32H40BrN4O5S2 | the Open Molecules 2025 dataset | the ωB97M-V functional and the def2-TZVPD basis
N 9.665 -3.039 0.686
C 9.107 -1.748 0.108
C 8.464 -0.868 1.296
C 8.863 0.705 1.209
C 7.779 1.563 0.345
C 6.317 1.538 0.979
C 6.117 1.798 2.503
N 4.809 1.758 3.146
Br 4.747 2.054 5.014
C 3.584 1.488 2.407
C 3.589 1.248 0.876
C 2.283 0.984 0.008
C 1.112 2.103 0.247
C -0.234 1.454 -0.323
S -1.721 2.604 -0.183
C -3.073 1.555 -0.969
S -2.963 1.319 -2.616
N -4.099 1.000 -0.059
C -5.402 1.690 -0.165
C -6.458 1.331 0.948
C -7.893 1.906 0.993
C -8.301 2.894 -0.131
C -7.283 3.311 -1.217
C -5.824 2.713 -1.242
C -4.325 -0.447 -0.261
C -3.770 -1.541 0.720
C -4.066 -3.066 0.495
C -4.886 -3.578 -0.718
C -5.434 -2.513 -1.706
C -5.173 -1.003 -1.465
C 4.998 1.264 0.166
C 5.172 0.986 -1.413
O 4.620 -0.048 -1.866
O 5.946 1.898 -2.152
C 6.051 1.524 -3.555
C 7.012 0.275 -3.842
N 8.480 0.600 -3.757
H 10.536 -3.301 0.206
H 8.963 -3.788 0.530
H 8.309 -2.078 -0.650
H 9.984 -1.237 -0.416
H 8.913 -1.250 2.284
H 7.322 -1.014 1.359
H 9.885 0.761 0.703
H 8.932 1.127 2.269
H 8.173 2.649 0.356
H 7.826 1.128 -0.720
H 7.056 2.035 3.120
H 2.603 1.458 3.002
H 2.474 0.971 -1.123
H 1.781 -0.031 0.246
H 1.079 2.394 1.350
H 1.472 3.028 -0.345
H -0.145 1.217 -1.446
H -0.446 0.512 0.291
H -6.139 0.588 1.769
H -8.574 1.576 1.845
H -9.365 3.305 -0.131
H -7.544 4.037 -2.058
H -5.098 3.041 -2.051
H -3.163 -1.257 1.645
H -3.670 -3.839 1.233
H -5.079 -4.691 -0.905
H -6.036 -2.798 -2.631
H -5.573 -0.197 -2.187
H 4.997 1.397 -4.013
H 6.513 2.428 -4.107
H 6.784 -0.108 -4.898
H 6.822 -0.568 -3.074
H 8.862 0.537 -4.720
H 8.916 -0.212 -3.275
C -9.864 -4.231 1.839
C -10.013 -2.788 1.408
C -8.704 -2.090 1.183
O -9.031 -0.733 1.459
C -10.072 -0.754 2.338
O -10.469 0.204 2.938
O -10.599 -2.006 2.445
H -9.261 -4.798 1.126
H -9.406 -4.301 2.829
H -10.846 -4.705 1.915
H -10.659 -2.721 0.525
H -8.345 -2.200 0.158
H -7.915 -2.405 1.873
```

## Properties
HOMO in eV: -9.495
Net charge: +1
2S+1: 1
Gap between HOMO and LUMO in eV: 4.66

Löwdin atomic charge list, values in e, 5 entries: -0.0467 -0.2677 -0.1867 -0.1876 -0.1360

***

# 2
# C16H39AsCl4F6N3O5

C16H39AsCl4F6N3O5 as an isolated structure (the ωB97M-V functional and the def2-TZVPD basis, the Open Molecules 2025 dataset).

Geometry as XYZ:
```
74
C16H39AsCl4F6N3O5 | the Open Molecules 2025 dataset | the ωB97M-V functional and the def2-TZVPD basis
As 28.824 21.790 25.782
F 28.585 20.660 27.144
F 30.286 20.847 25.299
F 29.103 22.887 24.518
F 27.534 22.829 26.336
F 29.889 22.731 26.844
F 27.622 20.840 24.835
Cl 31.635 20.707 18.259
C 31.952 22.010 19.499
C 32.129 23.305 18.613
Cl 30.655 23.940 17.795
H 32.778 21.653 20.114
H 31.104 21.985 20.183
H 32.924 23.277 17.868
H 32.378 24.101 19.315
Cl 28.261 29.475 28.703
C 29.343 28.082 28.742
C 30.614 28.119 27.919
Cl 31.547 29.574 28.390
H 28.651 27.254 28.584
H 29.690 27.796 29.735
H 30.484 28.041 26.839
H 31.304 27.294 28.098
C 32.813 17.951 30.070
C 33.370 19.359 30.213
C 34.011 19.943 28.878
O 32.326 20.271 30.405
H 33.599 17.201 30.152
H 32.201 17.824 29.177
H 32.182 17.787 30.944
H 33.953 19.438 31.130
H 34.494 19.157 28.298
H 34.814 20.661 29.044
H 33.327 20.340 28.128
H 31.606 19.935 29.867
C 33.746 15.393 24.436
C 34.924 16.374 24.292
C 36.063 15.969 23.306
O 34.333 17.587 23.817
H 33.215 15.452 25.386
H 34.108 14.374 24.304
H 33.029 15.504 23.623
H 35.368 16.534 25.274
H 35.737 15.539 22.359
H 36.736 15.219 23.722
H 36.832 16.697 23.047
H 33.385 17.579 23.964
O 26.467 15.697 19.562
C 26.946 15.182 20.613
N 26.521 14.020 21.050
C 28.116 15.778 21.272
H 25.763 13.505 20.626
H 26.734 13.611 21.949
H 27.914 16.360 22.171
H 28.596 16.418 20.531
H 28.876 15.093 21.649
O 26.016 16.921 31.520
C 26.128 18.029 32.085
N 26.826 19.064 31.618
C 25.391 18.243 33.380
H 26.872 19.950 32.101
H 27.330 18.983 30.747
H 25.994 18.024 34.262
H 24.454 17.689 33.442
H 25.062 19.280 33.441
O 25.906 28.499 21.648
C 26.609 27.508 21.975
N 26.155 26.591 22.816
C 27.935 27.395 21.351
H 25.253 26.750 23.241
H 26.802 25.877 23.120
H 28.441 28.271 21.755
H 27.851 27.670 20.299
H 28.395 26.464 21.682
```

## Properties
HOMO in eV: -7.641
Net charge: -1
Energy above the lowest of the compared OMol25 structures with the same formula, charge and spin in kcal/mol: 86.1
2S+1: 1
Gap between HOMO and LUMO in eV: 9.69

Löwdin atomic charge list, values in e, 5 entries: 0.7849 -0.3118 -0.3150 -0.2584 -0.2886

***

# 3
# C39H43As2ClSi2Tm

C39H43As2ClSi2Tm as an isolated structure (the ωB97M-V functional and the def2-TZVPD basis, the Open Molecules 2025 dataset).

Geometry as XYZ:
```
88
C39H43As2ClSi2Tm | the Open Molecules 2025 dataset | the ωB97M-V functional and the def2-TZVPD basis
C -1.073 -1.129 0.763
C -2.008 -0.638 -0.200
C -2.189 -1.655 -1.183
H -2.585 0.290 -0.122
C -1.352 -2.763 -0.834
C -0.650 -2.431 0.359
H -0.016 -3.099 0.951
H -0.839 -0.649 1.717
H -2.895 -1.617 -2.017
H -1.315 -3.740 -1.327
Tm 0.021 -0.936 -1.361
Si -0.106 -0.006 -6.566
C 0.368 1.515 -7.617
C 1.666 1.708 -8.127
H 2.449 0.969 -7.939
C 1.976 2.846 -8.880
H 2.994 2.986 -9.270
C 0.986 3.795 -9.153
H 1.217 4.675 -9.754
C -0.311 3.608 -8.659
H -1.091 4.344 -8.873
C -0.614 2.477 -7.896
H -1.629 2.333 -7.520
C 0.645 -1.404 -7.572
C 0.213 -1.530 -8.907
H -0.562 -0.862 -9.292
C 0.779 -2.498 -9.742
H 0.436 -2.584 -10.772
C 1.769 -3.358 -9.259
H 2.189 -4.128 -9.904
C 2.201 -3.231 -7.937
H 2.966 -3.905 -7.545
C 1.658 -2.254 -7.097
H 2.027 -2.142 -6.075
H -1.585 -0.090 -6.671
Si 1.506 0.861 -4.433
C 0.495 -0.819 -4.066
C -0.930 -1.018 -4.214
H -1.645 -0.196 -4.383
C -1.472 -2.313 -4.292
H -2.512 -2.443 -4.609
C -0.691 -3.430 -4.022
H -1.113 -4.438 -4.164
C 0.644 -3.265 -3.653
H 1.268 -4.145 -3.491
C 1.224 -1.986 -3.649
H 2.301 -1.915 -3.412
C 0.259 2.266 -4.188
C -0.979 2.166 -3.518
H -1.290 1.249 -3.004
C -1.906 3.219 -3.539
H -2.888 3.088 -3.074
C -1.590 4.413 -4.191
H -2.320 5.227 -4.227
C -0.332 4.557 -4.792
H -0.075 5.491 -5.307
C 0.584 3.503 -4.759
H 1.549 3.631 -5.253
H 2.893 1.331 -4.712
Cl 2.235 0.679 -2.245
C 4.113 0.059 0.790
As 2.298 -0.664 0.883
C 2.642 -2.242 1.978
C 1.591 0.594 2.282
C 1.977 0.391 3.605
C 1.414 1.192 4.616
C 0.495 2.186 4.301
C 0.146 2.422 2.958
C 0.696 1.642 1.947
As 0.174 1.926 0.045
C -1.393 3.074 0.279
C 1.443 3.335 -0.445
H 4.364 0.145 -0.274
H 4.771 -0.651 1.304
H 4.138 1.039 1.282
H 3.705 -2.228 2.249
H 1.987 -2.221 2.852
H 2.414 -3.094 1.325
H 2.682 -0.398 3.860
H 1.701 1.000 5.652
H 0.047 2.790 5.093
H -0.557 3.218 2.715
H -1.046 4.039 0.672
H -1.838 3.192 -0.719
H -2.085 2.578 0.971
H 1.225 4.205 0.186
H 2.456 2.954 -0.275
H 1.273 3.554 -1.506
```

## Properties
HOMO (alpha / beta) in eV: -8.641 / -8.640
Net charge: +1
Energy above the lowest of the compared OMol25 structures with the same formula, charge and spin in kcal/mol: 0.0
2S+1: 3
Gap between HOMO and LUMO (alpha / beta) in eV: 5.39 / 5.42

Löwdin atomic charge list, values in e, 5 entries: -0.2421 -0.2244 -0.1991 0.1187 -0.1939

***

# 4
# C2H4O2S2

A 2-piece molecular cluster, C2H4O2S2 overall (the ωB97M-V functional and the def2-TZVPD basis, the Open Molecules 2025 dataset).

Geometry as XYZ:
```
10
C2H4O2S2 | the Open Molecules 2025 dataset | the ωB97M-V functional and the def2-TZVPD basis
C 0.646 -0.552 -0.756
C -1.168 0.546 -0.337
O 3.022 -0.688 0.306
O 1.774 1.388 0.716
S -1.791 0.145 1.273
S 1.777 0.042 0.257
H 0.500 -1.527 -0.818
H -0.624 1.396 -0.486
H -1.879 0.378 -1.093
H -2.256 -1.126 0.938
```

## Properties
HOMO in eV: -9.264
Net charge: 0
Energy above the lowest of the compared OMol25 structures with the same formula, charge and spin in kcal/mol: 117.0
2S+1: 1
Gap between HOMO and LUMO in eV: 8.81

natural (NBO) atomic charge list, values in e, 5 entries: -0.6859 -0.4368 -0.8640 -0.8650 0.0403